Entry 1:
Formula: C12H32Br2N6O13
Source: OMol25
Level of theory: ωB97M-V/def2-TZVPD

XYZ file:
```
65
Properties=species:S:1:pos:R:3:forces:R:3:nbo_charge:R:1
H -1.537 4.252 -3.287 0.58 -0.84 0.14 0.2511
C -1.373 -0.400 0.209 0.37 -1.15 0.37 -0.1243
H 1.641 1.927 0.128 0.29 0.00 -0.38 0.2603
H -2.272 -0.320 -0.403 -0.40 0.38 -0.07 0.2725
H -0.442 0.912 -4.601 0.56 -0.20 0.02 0.2645
H -0.537 -5.522 3.723 0.01 0.53 -0.04 0.2606
O 4.054 -0.769 -0.755 -0.52 -0.61 0.80 -0.4095
O 4.928 -2.531 -1.539 1.98 -1.58 -0.66 -0.3309
C 0.500 -5.229 3.889 0.58 -1.20 -0.40 -0.4899
C 0.952 6.543 0.607 0.78 0.61 0.61 -0.4538
H -2.600 2.983 -2.424 0.23 0.30 -0.09 0.2068
H 1.978 -2.246 -0.334 0.56 0.31 0.07 0.1991
C -0.447 0.235 -3.747 -1.71 0.10 0.51 -0.4842
N 1.170 -5.140 2.526 1.55 -2.18 -0.53 0.5342
C 0.851 2.430 -0.430 -0.59 -0.20 0.60 -0.6254
H -0.522 1.694 1.065 -0.82 0.82 0.18 0.2368
N 1.952 1.724 3.389 0.99 1.37 0.40 0.5229
N 0.683 -0.656 -3.679 2.95 -1.43 -1.59 0.5013
H 0.767 0.130 3.042 0.11 -0.95 0.88 0.2158
Br 2.321 6.265 2.001 -0.17 -0.04 -0.23 0.0073
O 1.672 -0.315 -3.042 -0.93 0.21 0.35 -0.3629
H 2.577 -3.325 -1.608 0.28 0.27 -0.12 0.2395
H 3.113 -3.586 0.027 0.00 0.20 0.09 0.2533
O 0.679 -1.673 -4.378 -0.78 1.01 0.89 -0.3524
H 1.127 0.617 4.895 -0.32 -1.08 -0.38 0.2638
H -0.477 0.781 -2.804 -0.02 0.07 -0.30 0.1977
O -0.423 0.425 -0.402 -0.14 -0.88 -0.97 -0.0581
H -1.504 -0.135 1.258 -0.52 0.59 -0.19 0.2274
C 2.844 -2.807 -0.686 -0.25 -0.65 0.40 -0.4926
C -0.285 5.865 1.090 -0.89 -0.85 -0.19 -0.4103
N -2.455 -5.634 0.647 -0.30 0.71 0.93 0.5127
H -1.308 -0.424 -3.858 -0.14 0.24 0.04 0.2396
C -0.863 -1.797 0.163 -0.29 -0.93 0.92 -0.6450
H 0.862 7.629 0.581 -0.21 -0.21 -0.29 0.2446
O 1.634 -6.195 2.021 -1.53 2.20 1.39 -0.3721
H -0.155 -1.893 0.987 0.70 -0.23 -0.54 0.2511
H -1.354 -4.610 -0.910 0.09 -0.21 0.47 0.2187
C 0.802 0.830 3.877 1.11 1.16 -0.58 -0.4825
H -0.120 4.844 1.435 0.23 0.05 -0.25 0.2118
H -0.524 -2.130 -0.818 0.15 0.05 0.23 0.2422
O 3.111 1.493 3.679 -1.29 -1.04 0.27 -0.3274
H 0.992 2.405 -1.511 0.23 0.21 0.19 0.2433
C -1.805 -5.580 -0.699 -0.03 -0.83 -0.50 -0.4857
O -4.168 4.732 -2.261 -0.73 -0.41 1.98 -0.3619
H 0.684 -4.344 4.498 -0.23 0.06 -0.55 0.2317
H -2.574 3.126 -4.224 -0.03 0.19 0.05 0.2424
O -1.707 -5.372 1.655 -2.77 -0.87 -2.77 -0.4244
C -0.438 1.737 -0.021 2.13 0.60 0.51 -0.1149
H -1.293 2.087 -0.599 -0.81 0.81 0.19 0.2914
O 1.328 -4.058 2.010 -0.48 0.54 0.04 -0.4062
C -2.442 3.646 -3.275 0.57 0.53 -0.52 -0.4930
Br -1.619 5.664 -0.404 0.47 0.07 0.67 -0.0611
H 1.386 6.172 -0.322 -0.30 -0.08 0.16 0.2342
O -3.674 -5.884 0.612 2.89 0.56 1.21 -0.3155
N 4.068 -1.983 -0.951 -2.09 2.08 -0.59 0.5395
H -0.809 6.341 1.919 0.13 0.40 -0.36 0.2455
O -3.504 5.580 -4.073 1.21 -0.84 0.09 -0.3649
H 0.775 3.425 0.009 0.14 0.18 -0.48 0.2529
H -0.144 1.371 3.870 0.39 0.41 0.07 0.2264
O 1.663 2.716 2.747 -1.07 0.03 -0.67 -0.4127
H -2.542 -5.820 -1.465 -0.22 0.26 0.36 0.2422
H 0.978 -6.095 4.346 0.02 0.14 0.05 0.2453
H -1.096 -6.407 -0.743 0.37 0.37 0.25 0.2536
N -3.414 4.740 -3.185 -1.86 1.05 -1.76 0.5224
H -1.662 -2.436 0.537 -0.25 -0.15 -0.37 0.2550
```
Forces are in eV/Å.

Values from the calculation:
HOMO level (alpha / beta) = -12.569 / -12.568 eV
E_tot = -188577.2771 eV
Charge = +1
F_max = 4.01 eV/A
<S²> = 0.75
Multiplicity = 2
Molar mass = 628.2 g mol⁻¹


Entry 2:
Formula: C12H32Br4HfO12S4
Source: OMol25
Level of theory: ωB97M-V/def2-TZVPD

XYZ file:
```
65
Properties=species:S:1:pos:R:3:forces:R:3:nbo_charge:R:1
H 2.711 -4.898 3.390 0.00 0.07 0.03 0.1821
H 2.966 4.326 -0.440 -0.08 0.14 0.13 0.2381
Br -1.177 2.078 -0.401 0.43 -0.74 0.23 -0.5433
O -1.798 1.569 3.555 -0.34 0.20 -0.19 -0.6964
H -2.307 0.094 -5.417 0.22 -0.05 0.08 0.2024
C -2.886 0.045 -4.497 -0.80 -0.06 -0.23 -0.0776
O -2.044 -0.183 -3.345 -0.22 0.15 -0.09 -0.7038
H 2.245 -5.778 1.182 0.09 -0.14 0.17 0.2300
H -4.443 -1.107 -3.580 0.10 -0.12 0.03 0.2275
C 3.140 -4.345 2.551 0.12 -0.30 -0.04 -0.0665
H 4.043 -5.772 1.203 -0.06 -0.15 0.18 0.2165
S 0.876 -3.093 2.488 0.31 -0.04 0.57 2.4842
O 4.060 1.917 -1.384 0.49 -0.07 -0.01 -0.9151
H -3.619 1.340 1.551 -0.12 0.01 -0.06 0.2797
H 2.361 2.911 -5.194 -0.08 -0.02 0.06 0.2239
C 2.812 3.710 -3.254 0.03 0.55 -0.19 -0.0779
O 2.421 -3.088 2.389 0.39 -0.07 -0.02 -0.7029
Br 1.865 0.771 2.155 -0.62 -0.32 -0.45 -0.5279
O -2.279 -0.785 3.959 -0.07 -0.53 0.34 -0.9334
Br 2.208 -2.024 -0.902 -0.87 0.59 0.42 -0.5181
H 1.105 3.974 -4.558 0.02 0.08 0.08 0.2257
C 0.600 -2.722 4.177 0.33 0.07 0.15 -0.9000
H -4.438 0.696 3.042 -0.23 0.01 -0.18 0.2414
C -1.902 3.321 5.159 0.02 0.26 0.21 -0.6230
C -3.954 -1.037 -4.552 0.02 0.27 0.24 -0.6313
O 0.062 -0.212 -2.272 0.52 0.44 1.73 -0.9588
H -0.462 -2.813 4.385 -0.02 0.07 0.02 0.2702
H 3.853 3.401 -3.334 -0.04 -0.19 0.14 0.2089
O 0.463 -1.937 1.760 -0.62 0.93 -0.87 -0.9790
H -4.733 -0.765 -5.265 0.15 -0.01 -0.16 0.2180
H 2.928 3.132 0.897 -0.05 0.02 0.09 0.2817
H -3.536 -2.006 -4.819 -0.03 -0.04 0.02 0.2088
O -1.292 0.027 1.868 1.64 -0.46 -1.34 -0.9567
H 4.142 -4.027 2.822 0.00 0.09 -0.01 0.2051
Br -1.870 -2.004 -0.437 0.70 0.59 0.17 -0.5197
S -2.201 0.190 2.930 -0.63 0.60 0.78 2.4795
H 1.382 3.601 0.100 0.00 0.08 0.06 0.2795
H -0.775 -2.290 -4.913 -0.09 0.14 -0.02 0.2407
O 0.349 -4.364 2.160 -0.33 -0.56 -0.12 -0.9137
O -0.063 0.420 -4.629 0.41 0.43 -0.58 -0.9306
H -3.596 2.191 4.506 0.06 -0.17 -0.41 0.1792
C 3.140 -5.169 1.281 -0.16 0.36 -0.49 -0.6592
O 1.810 1.090 -0.883 -0.83 -1.12 0.46 -0.9689
H -2.072 4.146 4.469 0.13 -0.13 -0.20 0.2190
S 2.680 2.173 -1.189 0.09 0.61 0.05 2.4734
H 0.976 -1.714 4.346 -0.18 0.08 -0.06 0.2694
C 2.180 3.819 -4.616 0.05 -0.22 -0.31 -0.6241
H -3.351 1.020 -4.356 0.12 0.02 0.12 0.1984
H -4.043 -0.398 1.664 0.00 -0.05 -0.01 0.2823
H 0.685 -2.322 -3.903 0.01 0.04 0.10 0.2760
H -2.342 3.629 6.110 -0.04 -0.14 0.01 0.2181
S -0.515 -0.382 -3.553 -0.62 -0.51 -0.47 2.4907
H 2.639 4.647 -5.156 -0.05 0.06 0.01 0.2153
O 2.046 2.756 -2.490 -0.02 0.04 -0.31 -0.7037
H 3.129 -4.501 0.415 0.13 0.07 0.12 0.2531
C -2.535 2.029 4.703 0.18 0.31 0.91 -0.0819
H -0.835 3.179 5.322 0.02 0.06 -0.11 0.2279
Hf 0.249 -0.293 0.142 0.46 -0.11 -0.44 1.6137
H -2.447 1.293 5.502 -0.02 -0.18 -0.14 0.2005
C -0.374 -2.070 -3.926 0.12 -0.62 -0.23 -0.9269
H -0.910 -2.616 -3.149 0.07 0.00 0.05 0.2827
H 2.779 4.677 -2.742 -0.05 -0.09 0.06 0.1730
H 1.198 -3.410 4.772 -0.18 -0.16 0.00 0.2413
C -3.758 0.492 2.219 -0.09 0.10 0.11 -0.9121
C 2.455 3.461 -0.022 0.12 -0.17 -0.21 -0.9053
```
Forces are in eV/Å.

Values from the calculation:
HOMO level = -8.530 eV
E_tot = -362356.7515 eV
Charge = 0
F_max = 2.17 eV/A
Molar mass = 994.7 g mol⁻¹


Entry 3:
Formula: C12H32F4Mn2O8P2
Source: OMol25
Level of theory: ωB97M-V/def2-TZVPD

XYZ file:
```
60
Properties=species:S:1:pos:R:3:forces:R:3:nbo_charge:R:1
C -1.597 5.266 -0.242 -0.30 -0.07 -0.11 -0.6322
H -1.917 3.185 0.512 -0.49 0.58 0.16 0.1437
H 2.976 0.033 -4.352 0.10 0.03 -0.15 0.2193
C 2.905 1.498 -2.732 -1.69 1.06 -1.31 0.0957
Mn 0.921 -2.243 3.610 0.68 0.47 -1.48 1.7729
C -1.687 3.101 -1.580 -0.44 0.76 -0.75 -0.6355
C -1.941 0.486 4.950 -0.06 0.10 1.78 -0.6585
H -1.452 2.046 -1.734 0.06 -0.10 0.59 0.1914
H 1.828 3.252 -2.874 0.14 0.46 -0.25 0.2501
P 3.306 -3.297 1.313 0.59 -1.48 -1.43 2.6947
C 2.858 3.027 -2.592 -1.07 -0.69 0.49 -0.6583
C -2.373 -3.848 -1.093 -0.41 -0.05 -1.12 -0.6296
H 3.556 3.574 -3.224 0.03 -0.23 -0.12 0.2292
C 2.803 1.103 -4.229 0.54 0.00 0.58 -0.6482
F -0.360 -0.788 -0.325 1.38 0.76 1.15 -0.5357
P 0.805 -0.296 0.636 -0.63 0.56 -0.62 2.7013
F 4.231 -4.528 1.639 -1.22 1.48 -0.25 -0.5135
Mn 4.159 -0.622 -0.557 -1.32 0.09 -0.11 1.7814
H -1.428 5.738 0.725 -0.14 -0.39 0.20 0.2258
H -1.863 0.374 6.039 0.38 -0.12 0.07 0.2236
O 2.137 -0.332 -0.032 -0.27 0.10 -0.19 -1.2371
O 2.561 -2.892 2.549 -0.21 -0.19 0.08 -1.2377
O 0.692 -0.948 1.966 -0.54 -0.15 0.29 -1.2418
H -2.978 0.818 4.911 0.07 0.10 -0.78 0.2602
C -2.961 -1.774 4.530 -0.12 0.91 0.17 -0.6558
H -3.141 -1.800 5.609 -0.07 -0.35 0.04 0.2198
H 4.834 1.415 -2.412 0.05 -0.07 0.05 0.5194
C -1.210 -3.648 -2.075 -0.75 -0.02 0.46 0.0899
H -0.436 -2.097 -3.391 0.19 -0.51 -0.24 0.2128
O 4.045 0.980 -2.058 2.06 -1.39 0.86 -0.8365
H -2.610 -2.916 -0.573 -0.05 -0.07 0.18 0.1817
H -2.165 -4.680 -0.421 0.25 0.25 0.22 0.2189
H -1.169 -4.621 -2.571 1.21 -0.01 0.16 0.1872
C -1.358 3.742 -0.250 0.36 0.21 0.06 0.0982
H -2.944 -2.774 4.100 0.51 0.00 0.06 0.2327
H -2.760 3.235 -1.734 0.00 -0.16 -0.25 0.2238
H -1.923 -1.760 -2.619 -0.63 0.08 -0.68 0.1943
O -0.582 -1.548 4.784 1.05 -0.39 -0.02 -0.8405
H -2.596 5.535 -0.589 -0.14 -0.22 0.20 0.2197
H -1.246 1.276 4.673 -0.08 -0.11 -0.30 0.2389
H 2.928 3.383 -1.564 0.21 -0.19 0.06 0.2345
H -1.851 -3.036 -3.994 -0.37 0.78 -0.15 0.2336
H -0.366 -2.508 -0.816 0.08 -0.45 -0.23 0.4502
O 0.008 3.540 0.079 0.62 -0.48 0.07 -0.7429
H 3.491 1.692 -4.837 0.31 -0.23 0.08 0.2266
H -0.835 -1.902 5.650 0.19 0.00 0.08 0.5329
H -1.695 -0.641 3.224 0.85 -0.59 -0.08 0.2056
C -1.747 -0.849 4.294 -2.64 0.11 -1.02 0.0739
F 0.327 1.202 0.757 0.68 -2.59 0.61 -0.5416
H -3.847 -1.300 4.104 0.04 0.10 0.01 0.2549
C -1.385 -2.564 -3.131 -0.24 -0.21 0.86 -0.6340
H 2.097 0.988 -2.206 -0.21 0.46 0.03 0.1834
H -0.934 5.821 -0.909 0.28 -0.54 -0.23 0.2210
H 1.830 1.329 -4.664 -0.20 0.00 0.46 0.2521
H -3.252 -4.175 -1.655 -0.19 0.27 0.06 0.2271
H -1.170 3.634 -2.381 -0.04 0.09 -0.02 0.2105
O 4.142 -2.296 0.553 0.05 0.41 0.45 -1.2476
O -0.083 -3.301 -1.285 0.87 -0.53 0.27 -0.7418
F 2.340 -3.879 0.218 0.66 0.35 1.53 -0.5205
H 0.079 2.590 0.277 0.03 1.98 -0.54 0.4564
```
Forces are in eV/Å.

Values from the calculation:
HOMO level (alpha / beta) = -13.970 / -13.970 eV
E_tot = -121426.1315 eV
Charge = +2
F_max = 2.83 eV/A
<S²> = 30.01
Multiplicity = 11
Molar mass = 552.2 g mol⁻¹